1.
Formula: C4H7ClO
Source: OMol25
Level of theory: the ωB97M-V functional and the def2-TZVPD basis

The geometry in XYZ format:
```
13
C4H7ClO the ωB97M-V functional and the def2-TZVPD basis
C 2.084 0.976 -0.046
C 1.203 0.107 -0.486
C -0.501 0.231 0.011
C -0.908 -1.146 0.491
O -1.388 0.609 -1.032
Cl -2.940 0.980 -0.435
H 3.047 0.988 -0.363
H 1.740 1.786 0.642
H 1.388 -0.776 -1.240
H -0.518 0.823 0.968
H -0.968 -1.849 -0.440
H -0.315 -1.635 1.221
H -1.926 -1.093 0.709
```

Computed properties:
SMILES string: C=C[C@H](C)OCl
Calculated total energy (a.u.): -691.8964
Relative energy (zero: lowest compared OMol25 entry of this formula, charge and spin) (kcal per mole): 93.81
Frontier orbital gap (eV): 10.14



2.
Formula: C37H35LiNO3
Source: OMol25
Level of theory: the ωB97M-V functional and the def2-TZVPD basis

The geometry in XYZ format:
```
77
C37H35LiNO3 the ωB97M-V functional and the def2-TZVPD basis
Li -0.040 -0.067 -0.581
O -1.781 0.044 -0.823
C -2.778 -0.087 0.083
C -2.395 -1.101 1.226
C -1.223 -0.674 2.064
C -1.335 -0.462 3.434
C -0.187 -0.190 4.160
C 1.032 -0.103 3.509
C 1.061 -0.243 2.122
C 2.329 0.017 1.346
C 2.541 -0.831 0.041
O 1.623 -0.545 -0.918
C 3.945 -0.519 -0.538
C 4.759 0.535 -0.140
C 5.947 0.823 -0.812
C 6.344 0.054 -1.893
C 5.540 -1.009 -2.297
C 4.361 -1.285 -1.629
C 2.516 -2.313 0.485
C 1.426 -3.107 0.151
C 1.355 -4.429 0.573
C 2.379 -4.979 1.333
C 3.478 -4.196 1.667
C 3.542 -2.875 1.243
N -0.047 -0.540 1.443
C -3.125 1.243 0.803
C -4.367 1.491 1.386
C -4.625 2.688 2.045
C -3.641 3.664 2.131
C -2.400 3.427 1.554
C -2.147 2.229 0.898
C -4.050 -0.594 -0.641
C -4.497 0.178 -1.716
C -5.597 -0.198 -2.466
C -6.280 -1.375 -2.166
C -5.842 -2.157 -1.113
C -4.736 -1.767 -0.356
H -2.124 -2.028 0.711
H -3.250 -1.282 1.881
H -2.304 -0.518 3.913
H -0.241 -0.053 5.234
H 1.948 0.085 4.055
H 3.179 -0.091 2.024
H 2.285 1.064 1.019
H 4.481 1.158 0.702
H 6.560 1.655 -0.482
H 7.266 0.278 -2.417
H 5.835 -1.620 -3.143
H 3.725 -2.100 -1.957
H 0.648 -2.663 -0.457
H 0.499 -5.037 0.306
H 2.327 -6.012 1.659
H 4.286 -4.619 2.252
H 4.409 -2.272 1.497
H -5.151 0.743 1.325
H -5.600 2.857 2.489
H -3.846 4.606 2.627
H -1.625 4.184 1.606
H -1.192 2.057 0.414
H -3.944 1.078 -1.959
H -5.922 0.420 -3.295
H -7.142 -1.676 -2.751
H -6.356 -3.081 -0.871
H -4.417 -2.403 0.460
C 1.798 3.292 -2.741
C 0.758 2.498 -3.536
C -0.327 2.281 -2.490
O 0.370 2.148 -1.247
C 1.716 2.610 -1.379
H 1.499 4.342 -2.671
H 2.801 3.240 -3.164
H 1.178 1.537 -3.841
H 0.391 3.026 -4.416
H -0.929 1.385 -2.637
H -1.001 3.145 -2.437
H 2.379 1.742 -1.342
H 1.944 3.280 -0.547
```

Computed properties:
Calculated total energy (a.u.): -1719.0795
Relative energy (zero: lowest compared OMol25 entry of this formula, charge and spin) (kcal per mole): 2.86
Frontier orbital gap (eV): 7.49
Net charge: -1



3.
Formula: C5H11NSi
Source: OMol25
Level of theory: the ωB97M-V functional and the def2-TZVPD basis

The geometry in XYZ format:
```
18
C5H11NSi the ωB97M-V functional and the def2-TZVPD basis
C -0.975 -1.746 2.894
C -0.933 -1.545 1.722
N -0.768 -1.230 0.155
Si -0.033 0.187 -0.474
C 0.081 -0.005 -2.380
C 1.817 0.308 0.165
C -0.947 1.677 0.259
H -0.746 -2.098 3.838
H -0.891 -2.167 -0.142
H -0.857 -0.456 -2.694
H 0.421 0.923 -2.762
H 0.888 -0.716 -2.596
H 2.498 0.468 -0.656
H 1.935 1.166 0.841
H 2.033 -0.619 0.685
H -1.932 1.523 0.373
H -0.652 1.806 1.236
H -0.939 2.523 -0.463
```

Computed properties:
SMILES string: C#CN[Si](C)(C)C
Calculated total energy (a.u.): -541.2766
Relative energy (zero: lowest compared OMol25 entry of this formula, charge and spin) (kcal per mole): 65.72
Frontier orbital gap (eV): 9.93



4.
Formula: C2H4N2S2
Source: OMol25
Level of theory: the ωB97M-V functional and the def2-TZVPD basis

The geometry in XYZ format:
```
10
C2H4N2S2 the ωB97M-V functional and the def2-TZVPD basis
H 2.110 1.873 0.817
N 1.198 1.591 1.168
C 0.538 0.703 0.634
N -0.673 0.420 1.125
S -1.743 -0.188 -0.202
C -0.493 -1.361 -1.129
S 1.155 -0.625 -0.616
H -0.816 1.310 1.519
H -0.572 -1.247 -2.309
H -0.703 -2.477 -1.006
```

Computed properties:
SMILES string: [H]/N=C1/NSCS1
Calculated total energy (a.u.): -984.4187
Relative energy (zero: lowest compared OMol25 entry of this formula, charge and spin) (kcal per mole): 60.36
Frontier orbital gap (eV): 9.19



5.
Formula: C45H95N5O5
Source: OMol25
Level of theory: the ωB97M-V functional and the def2-TZVPD basis

The geometry in XYZ format:
```
150
C45H95N5O5 the ωB97M-V functional and the def2-TZVPD basis
C -23.245 -10.969 31.300
C -21.786 -11.224 30.878
C -20.919 -11.404 32.123
C -21.846 -12.546 30.083
C -20.552 -12.793 29.276
C -20.314 -11.645 28.314
C -20.266 -10.289 28.995
C -18.905 -10.116 29.693
C -20.428 -9.197 27.968
N -21.360 -10.189 29.956
O -21.457 -8.884 30.483
H -23.940 -11.198 30.485
H -23.478 -11.595 32.158
H -23.473 -9.911 31.446
H -19.910 -11.670 31.803
H -20.813 -10.437 32.627
H -21.299 -12.103 32.863
H -21.848 -13.340 30.835
H -22.692 -12.602 29.402
H -19.770 -13.056 29.990
H -20.734 -13.689 28.673
H -21.142 -11.656 27.595
H -19.417 -11.874 27.733
H -18.105 -9.935 28.964
H -18.565 -11.004 30.228
H -18.909 -9.244 30.348
H -20.327 -8.191 28.378
H -21.439 -9.194 27.547
H -19.703 -9.316 27.163
H -22.338 -8.590 30.234
C -24.351 -20.176 32.344
C -23.332 -19.692 33.419
C -23.984 -18.586 34.262
C -23.010 -20.851 34.371
C -22.045 -21.877 33.802
C -20.772 -21.197 33.306
C -21.055 -20.100 32.281
C -19.794 -19.273 32.081
C -21.474 -20.715 30.930
N -22.074 -19.220 32.867
O -22.265 -18.063 32.078
H -24.285 -21.247 32.166
H -25.358 -19.927 32.669
H -24.171 -19.622 31.421
H -24.167 -18.926 35.286
H -23.302 -17.747 34.421
H -24.930 -18.198 33.892
H -22.604 -20.426 35.295
H -23.931 -21.356 34.681
H -21.762 -22.636 34.536
H -22.569 -22.437 33.018
H -20.104 -21.972 32.931
H -20.361 -20.656 34.164
H -19.885 -18.609 31.221
H -18.918 -19.918 31.984
H -19.574 -18.609 32.921
H -22.260 -21.444 31.099
H -20.572 -21.179 30.525
H -21.776 -19.932 30.232
H -22.576 -18.353 31.207
C -29.348 -22.926 24.943
C -27.985 -22.260 24.845
C -27.428 -22.412 23.428
C -28.253 -20.785 25.135
C -26.992 -19.985 25.455
C -26.257 -20.664 26.608
C -25.903 -22.113 26.311
C -24.790 -22.242 25.263
C -25.446 -22.785 27.592
N -27.145 -22.807 25.906
O -26.877 -24.174 25.631
H -30.090 -22.564 24.228
H -29.312 -24.017 24.957
H -29.828 -22.696 25.904
H -27.297 -23.479 23.213
H -28.170 -22.132 22.677
H -26.486 -21.889 23.296
H -28.911 -20.365 24.373
H -28.835 -20.692 26.063
H -26.341 -19.902 24.579
H -27.264 -18.976 25.774
H -26.860 -20.653 27.519
H -25.328 -20.107 26.726
H -23.835 -22.396 25.776
H -24.593 -21.396 24.600
H -24.980 -23.133 24.665
H -25.103 -23.806 27.417
H -26.209 -22.788 28.371
H -24.580 -22.251 28.002
H -27.253 -24.649 26.378
C -21.866 -26.588 20.270
C -21.589 -25.079 20.342
C -20.826 -24.740 19.051
C -22.922 -24.301 20.252
C -23.515 -24.136 21.630
C -22.541 -23.486 22.571
C -21.209 -24.214 22.731
C -20.206 -23.228 23.328
C -21.450 -25.383 23.704
N -20.701 -24.695 21.443
O -19.649 -25.601 21.625
H -21.005 -27.258 20.216
H -22.476 -26.968 21.101
H -22.430 -26.805 19.361
H -20.806 -23.675 18.813
H -19.778 -25.060 19.040
H -21.214 -25.251 18.160
H -22.778 -23.402 19.664
H -23.582 -25.010 19.749
H -24.462 -23.580 21.590
H -23.885 -25.075 22.061
H -22.923 -23.289 23.578
H -22.460 -22.420 22.293
H -20.601 -22.760 24.229
H -19.812 -22.570 22.558
H -19.351 -23.810 23.698
H -20.541 -25.837 24.102
H -22.099 -26.134 23.249
H -21.969 -25.039 24.605
H -20.046 -26.463 21.823
C -22.241 -16.092 26.522
C -22.185 -17.562 26.094
C -23.585 -18.187 26.134
C -21.711 -17.515 24.627
C -21.158 -18.841 24.086
C -20.083 -19.445 24.992
C -20.526 -19.501 26.462
C -21.417 -20.740 26.686
C -19.258 -19.741 27.269
N -21.142 -18.243 26.831
O -21.458 -18.256 28.219
H -22.752 -16.014 27.488
H -21.284 -15.576 26.540
H -22.895 -15.545 25.836
H -23.739 -18.563 27.153
H -24.421 -17.586 25.794
H -23.534 -19.127 25.576
H -22.549 -17.275 23.964
H -20.956 -16.745 24.451
H -21.974 -19.572 23.985
H -20.831 -18.693 23.055
H -19.140 -18.926 24.808
H -19.955 -20.480 24.667
H -21.447 -21.042 27.735
H -21.202 -21.582 26.031
H -22.472 -20.524 26.484
H -19.384 -19.708 28.354
H -18.508 -18.970 27.049
H -18.780 -20.693 27.032
H -20.770 -17.708 28.612
```

Computed properties:
SMILES string: CC1(C)CCCC(C)(C)N1O.CC1(C)CCCC(C)(C)N1O.CC1(C)CCCC(C)(C)N1O.CC1(C)CCCC(C)(C)N1O.CC1(C)CCCC(C)(C)N1O
Calculated total energy (a.u.): -2421.3234
Relative energy (zero: lowest compared OMol25 entry of this formula, charge and spin) (kcal per mole): 14.30
Frontier orbital gap (eV): 8.60



6.
Formula: C13H24BaCl2NO4P2
Source: OMol25
Level of theory: the ωB97M-V functional and the def2-TZVPD basis

The geometry in XYZ format:
```
47
C13H24BaCl2NO4P2 the ωB97M-V functional and the def2-TZVPD basis
Ba -0.114 0.694 1.002
P -2.450 1.674 -0.861
C -2.393 -0.054 -1.295
C -1.254 -0.569 -2.062
N -0.018 -0.583 -1.457
C 1.042 -1.000 -2.175
C 0.940 -1.365 -3.518
C -0.310 -1.363 -4.124
C -1.424 -0.998 -3.378
C 2.420 -1.045 -1.505
P 2.400 -1.097 0.316
H -2.433 -0.981 -3.793
H 1.849 -1.665 -4.044
H -0.418 -1.633 -5.168
H 2.976 -1.924 -1.884
H 2.990 -0.140 -1.798
H -2.341 -0.855 0.119
H -3.375 -0.413 -1.628
H -0.945 -1.569 2.515
O -2.284 -1.156 1.039
H -2.394 -2.106 0.992
H 0.176 0.320 3.604
O -0.038 -1.449 2.805
H 0.009 -1.827 3.692
C 2.442 -2.912 0.561
H 3.319 -3.345 0.059
H 2.497 -3.120 1.639
H 1.524 -3.359 0.161
C 4.149 -0.683 0.666
H 4.190 -0.313 1.701
H 4.794 -1.568 0.570
H 4.491 0.112 -0.011
C -2.439 2.401 -2.539
H -3.463 2.395 -2.933
H -2.081 3.433 -2.415
H -1.763 1.839 -3.195
C -4.225 1.880 -0.408
H -4.284 2.766 0.246
H -4.818 2.057 -1.319
H -4.611 1.003 0.135
Cl -0.320 3.939 4.595
C 1.271 3.134 4.589
Cl 1.680 2.404 6.165
C 1.150 2.036 3.608
O 1.769 1.938 2.551
O 0.080 1.233 3.928
H 2.041 3.832 4.252
```

Computed properties:
Calculated total energy (a.u.): -2493.9072
Relative energy (zero: lowest compared OMol25 entry of this formula, charge and spin) (kcal per mole): 46.33
Frontier orbital gap (eV): 6.11
Net charge: +1